No. 1
Formula: C4H12MnN4O16S2
Source: the OMol25 dataset
Level of theory: ωB97M-V with the def2-TZVPD basis set

Structure (XYZ):
```
39
Properties=species:S:1:pos:R:3:forces:R:3:mulliken_spin:R:1
Mn 0.48246 -0.63398 0.06056 0.75 -1.65 1.00 4.59
S 0.62411 -2.34685 2.45791 3.49 -3.52 -1.53 0.00
O 0.15324 -3.72109 2.17496 -1.75 0.83 1.17 0.01
O -0.18260 -1.28493 1.79283 -3.15 1.61 0.25 0.08
O 0.82375 -2.03999 3.86576 -0.73 0.37 0.94 0.01
O 1.87621 -2.27292 1.68335 1.14 1.14 0.34 0.02
S 1.47786 -2.48276 -1.60322 0.86 -2.22 2.17 0.00
O 0.07640 -2.16731 -1.19777 -2.90 0.03 -0.90 0.07
O 1.66529 -2.44802 -3.03841 0.09 0.70 -1.44 0.00
O 2.13779 -1.33238 -0.90578 2.06 0.90 -1.08 0.07
O 1.84256 -3.76632 -1.01754 0.24 0.52 -0.91 0.01
C 2.67286 2.75641 1.81649 0.09 -0.11 0.22 0.00
N 2.64864 1.30160 1.53828 -0.02 -0.88 -0.38 0.02
O 3.48396 0.59674 2.02451 0.34 0.14 0.14 0.03
O 1.73687 0.91961 0.81656 0.39 1.28 0.14 -0.01
H 2.86880 3.29939 0.89579 -0.33 -0.15 -0.15 0.00
H 3.49695 2.93962 2.49778 -0.23 0.00 0.25 0.00
H 1.67974 2.93545 2.22233 0.16 0.47 0.05 0.00
C -2.73946 2.47477 0.66014 0.01 -0.42 -0.52 0.00
N -1.60015 1.62182 1.11154 0.17 -0.17 0.16 0.01
O -1.14339 1.78128 2.21019 0.02 0.48 0.41 0.01
O -1.18425 0.82255 0.29904 -0.71 0.42 -0.57 0.03
H -3.46649 1.79512 0.22224 -0.13 0.00 0.26 0.00
H -2.36426 3.07710 -0.16512 0.13 0.14 0.17 0.00
H -3.12599 3.05998 1.48393 0.08 -0.06 0.07 0.00
C 1.96147 0.98107 -3.54106 0.92 -0.75 1.37 0.00
N 0.81145 1.48773 -2.73477 -0.30 -0.30 -1.79 0.00
O 0.14978 2.42111 -3.18862 0.28 -0.13 0.50 0.01
O 0.56955 0.87305 -1.73635 -0.49 0.92 0.25 0.02
H 2.16767 -0.00055 -3.10032 -0.12 -0.20 -0.29 0.00
H 2.81189 1.59401 -3.24019 -0.07 0.26 -0.39 0.00
H 1.80393 0.91761 -4.60864 -0.41 0.43 0.04 0.00
C -3.14101 -1.77570 -0.49819 1.61 -0.54 -0.29 0.00
N -3.92246 -2.04134 0.72389 -0.72 0.62 0.06 0.00
O -4.91383 -2.75802 0.65143 0.31 -0.13 -0.14 0.00
O -3.59544 -1.43853 1.72133 -0.05 -0.03 -0.08 0.00
H -3.31522 -0.77508 -0.88229 -0.46 -0.02 0.14 0.00
H -3.24372 -2.55543 -1.24523 -0.60 0.05 0.08 0.00
H -2.08496 -1.81483 -0.22730 0.04 -0.01 0.30 0.02
```
Positions in Å, forces in eV/Å.

The molar mass is 491.22 g/mol. The strongest force on any atom is 5.19 eV Å⁻¹. Its total charge is -2. Its expectation value of S² is 8.76. The gap between HOMO and LUMO (alpha / beta) comes out at 4.1 / 4.1 eV. As for the multiplicity: 6.

***

No. 2
Formula: C4H12N2
Source: the OMol25 dataset
Level of theory: ωB97M-V with the def2-TZVPD basis set

Structure (XYZ):
```
18
Properties=species:S:1:pos:R:3:forces:R:3:mulliken_spin:R:1
C 1.63534 0.76007 -1.03988 0.51 -1.50 0.78 0.38
C 0.86724 -0.15019 -0.07458 0.13 0.23 0.54 -0.14
C 1.72602 -0.92067 0.97441 -1.14 1.18 0.12 0.19
N -0.16765 0.67459 0.60616 -3.66 -3.26 -0.40 -0.20
C -1.48613 0.52747 -0.23987 -1.95 1.85 -1.83 1.61
N -2.37581 -0.68683 -0.08874 1.78 -0.47 -1.21 2.18
H 2.51668 0.16029 -1.33363 -0.16 0.49 -0.37 0.02
H 1.98287 1.65809 -0.51928 -0.24 0.01 -0.29 -0.05
H 0.98592 0.92587 -1.89186 0.17 0.53 -0.25 -0.20
H 0.39263 -0.96772 -0.61853 -0.17 0.23 -0.55 -0.09
H 2.78522 -0.94510 0.70699 -0.16 -0.48 0.08 -0.04
H 1.19688 -1.87314 1.08489 0.75 -0.27 0.03 -0.04
H 1.58392 -0.41971 1.94165 0.38 0.03 -0.15 -0.05
H -0.97579 -0.11877 0.82446 3.69 0.32 2.99 -0.13
H -1.22605 0.64100 -1.29054 -0.24 -0.41 -0.20 -0.12
H -2.18917 1.31330 -0.01224 0.60 0.99 0.35 -0.50
H -2.72951 -1.03172 0.78970 -0.23 0.62 0.18 -0.83
H -2.96968 -0.82293 -0.91186 -0.05 -0.11 0.17 -0.97
```
Positions in Å, forces in eV/Å.

The molar mass is 88.15 g/mol. The strongest force on any atom is 4.92 eV Å⁻¹. Its total charge is -1. Its expectation value of S² is 0.75. The gap between HOMO and LUMO (alpha / beta) comes out at 2.8 / 8.7 eV. As for the multiplicity: 2.

***

No. 3
Formula: C4H12N2
Source: the OMol25 dataset
Level of theory: ωB97M-V with the def2-TZVPD basis set

Structure (XYZ):
```
18
Properties=species:S:1:pos:R:3:forces:R:3:lowdin_charge:R:1
C -1.09608 -2.39047 -0.11254 0.26 1.13 -0.12 -0.12
N 0.20009 -1.89764 0.36508 -0.01 -0.29 -0.40 -0.13
C 0.62200 -0.63408 -0.18338 0.29 1.39 0.39 -0.28
C 0.28760 0.55075 0.74216 -0.10 0.04 -0.08 -0.20
C 0.69428 1.86875 0.09604 0.42 0.75 -0.26 -0.30
N -0.29117 2.60236 -0.70375 -0.41 -0.32 -0.20 -0.02
H -1.57085 -2.91659 0.70123 -0.27 -0.61 -0.16 0.07
H -1.73588 -1.53588 -0.35166 0.03 0.10 0.27 0.07
H -1.03537 -2.91925 -1.06645 0.00 -0.51 0.21 0.07
H 0.91096 -2.59434 0.19893 -0.02 -0.07 0.04 0.10
H 0.27527 -0.35973 -1.19069 -0.20 -0.55 -0.12 0.12
H 1.71393 -0.55050 -0.22020 -0.03 -0.58 -0.23 0.11
H 0.88281 0.38653 1.64228 -0.19 0.10 0.15 0.10
H -0.76360 0.59919 1.03440 -0.07 -0.19 0.00 0.11
H 1.52802 1.67585 -0.58659 0.26 -0.13 0.20 0.10
H 1.06809 2.57443 0.83923 0.09 -0.15 0.13 0.11
H -0.57190 3.48733 -0.30820 -0.02 -0.18 0.18 0.05
H -1.11820 2.05328 -0.89590 -0.02 0.06 0.00 0.05
```
Positions in Å, forces in eV/Å.

The SMILES is CNCCCN. The molar mass is 88.15 g/mol. The strongest force on any atom is 1.47 eV Å⁻¹. The gap between HOMO and LUMO comes out at 10.0 eV.

***

No. 4
Formula: C4H12N2
Source: the OMol25 dataset
Level of theory: ωB97M-V with the def2-TZVPD basis set

Structure (XYZ):
```
18
Properties=species:S:1:pos:R:3:forces:R:3:lowdin_charge:R:1
C 3.58305 1.38398 -1.69886 -1.14 1.16 0.71 -0.03
C 2.83834 2.50649 -1.40119 1.41 -0.70 -3.23 -0.29
N 1.53764 2.53287 -0.88924 -0.89 0.02 0.79 -0.01
H 3.30485 0.58066 -1.04201 -0.21 -1.10 -0.48 0.02
H 4.30457 1.17767 -2.53548 -0.27 1.00 1.58 0.06
H 3.22227 3.46048 -1.79154 -0.64 -0.24 -0.04 0.09
H 1.23156 1.61368 -0.62507 0.15 -0.53 0.34 0.06
H 0.75302 2.83738 -1.50239 1.57 0.35 0.32 0.10
C -2.47782 -2.71303 0.62654 -0.72 3.13 1.14 -0.08
C -2.34025 -1.24645 1.45645 0.17 -4.30 2.47 -0.32
N -1.12886 -0.54809 1.10155 -2.57 1.22 -1.15 -0.02
H -1.53869 -3.22022 0.71347 0.72 -0.03 -0.53 0.03
H -3.19159 -3.40373 1.08458 -0.27 0.48 -0.06 0.04
H -2.79993 -2.39525 -0.39271 0.58 -0.78 0.61 0.06
H -3.17706 -0.63781 1.29894 -1.17 0.85 -0.88 0.05
H -2.50524 -1.46780 2.66894 0.84 0.27 -2.73 0.13
H -1.28206 0.40582 1.39165 0.41 0.30 -0.10 0.06
H -0.33379 -0.86665 1.53638 2.02 -1.10 1.24 0.03
```
Positions in Å, forces in eV/Å.

The SMILES is C=CN.CCN. The molar mass is 88.15 g/mol. The strongest force on any atom is 4.96 eV Å⁻¹. The gap between HOMO and LUMO comes out at 9.1 eV.

***

No. 5
Formula: C4H12N2
Source: the OMol25 dataset
Level of theory: ωB97M-V with the def2-TZVPD basis set

Structure (XYZ):
```
18
Properties=species:S:1:pos:R:3:forces:R:3:lowdin_charge:R:1
C -1.68923 0.43379 -1.92284 1.47 -0.42 -2.55 -0.03
C -0.60431 0.46032 -2.72352 1.30 -1.73 -0.33 -0.25
C 0.42278 1.58959 -2.71062 -0.54 0.38 -1.02 -0.13
H -2.60215 0.06316 -2.30762 -0.65 -1.44 0.27 0.04
H -1.68687 0.93710 -1.02746 -0.31 1.87 1.68 0.02
H -0.32170 -0.47241 -3.38587 -1.27 2.29 0.47 0.12
H 0.39946 2.10421 -1.73081 0.83 -0.46 -0.29 0.07
H 1.40608 1.41801 -3.27430 -1.18 -0.04 1.56 0.09
H -0.07554 2.36121 -3.35119 0.37 -0.46 0.23 0.07
N -0.08839 -1.86974 3.10569 0.05 0.09 1.12 -0.05
C 0.63679 -1.22178 1.98131 -2.66 3.23 1.44 -0.34
N 1.16201 0.18747 2.20330 0.59 0.46 2.53 -0.05
H -0.58423 -1.33575 3.86977 0.87 -0.73 -1.89 0.08
H -0.51833 -2.77965 2.87946 0.30 1.13 0.20 0.06
H 1.41465 -1.81565 1.70251 2.18 -1.68 -0.83 0.06
H -0.05796 -1.06933 1.14870 0.16 -0.27 -0.11 0.09
H 2.17351 0.32390 2.56760 -2.16 -1.16 -0.85 0.08
H 0.61341 0.68554 2.97591 0.66 -1.05 -1.63 0.07
```
Positions in Å, forces in eV/Å.

The SMILES is C=CC.NCN. The molar mass is 88.15 g/mol. The strongest force on any atom is 4.42 eV Å⁻¹. The gap between HOMO and LUMO comes out at 9.8 eV.

***

No. 6
Formula: C4H12N2
Source: the OMol25 dataset
Level of theory: ωB97M-V with the def2-TZVPD basis set

Structure (XYZ):
```
18
Properties=species:S:1:pos:R:3:forces:R:3:lowdin_charge:R:1
C -0.50928 1.40432 1.34196 0.42 -0.54 -0.03 -0.10
N -0.47523 0.26714 0.43146 -0.17 0.45 0.11 -0.29
C -1.28100 -0.82784 0.88684 -0.33 -0.76 0.55 -0.12
C 0.88887 -0.12411 0.12611 -0.01 -0.15 0.23 -0.24
C 0.95894 -0.70049 -1.27372 0.36 0.30 -0.08 -0.27
N 0.75446 0.38679 -2.23416 0.45 -0.23 0.60 0.00
H -1.53119 1.54542 1.68994 0.07 0.30 -0.06 0.08
H 0.14408 1.21924 2.21224 -0.17 0.12 0.12 0.09
H -0.11623 2.27468 0.81440 -0.24 0.12 0.14 0.08
H -0.85810 -1.44426 1.70102 0.50 0.18 -0.01 0.09
H -1.50234 -1.53162 0.08835 -0.09 0.03 -0.19 0.07
H -2.21586 -0.48869 1.32423 -0.25 0.27 -0.36 0.08
H 1.51575 0.75804 0.22216 0.12 0.15 -0.40 0.11
H 1.27487 -0.81398 0.89070 -0.06 -0.31 -0.03 0.12
H 1.93838 -1.13620 -1.47682 0.02 -0.06 0.17 0.11
H 0.20984 -1.49393 -1.36739 0.07 -0.13 -0.01 0.10
H 1.01996 0.09086 -3.15049 -0.02 -0.12 -0.58 0.05
H -0.21591 0.61461 -2.22682 -0.66 0.37 -0.16 0.05
```
Positions in Å, forces in eV/Å.

The SMILES is CN(C)CCN. The molar mass is 88.15 g/mol. The strongest force on any atom is 0.99 eV Å⁻¹. The gap between HOMO and LUMO comes out at 9.6 eV.